1.
C24H31N3O6S | wB97M-V/def2-TZVPD

Summary:
frontier orbital gap = 0.329 hartree
structure (SMILES) = COc1ccc(CN(CC(=O)NC[C@@H]2CCCO2)C(=O)CNS(=O)(=O)c2ccc(C)cc2)cc1
E_LUMO = 0.5 eV
energy = -1947.0508 a.u.
energy relative to the best compared isomer or geometry (same formula, charge and spin) = 2.241 eV
HOMO energy = -0.3125 Eh
multiplicity = 1

The geometry in XYZ format:
```
65
Properties=species:S:1:pos:R:3:lowdin_charge:R:1
C -3.4055 -2.8716 -2.8055 -0.0873
H -4.2679 -2.8248 -3.4689 0.0945
O -3.8723 -2.4549 -1.5451 -0.0914
C -2.9818 -2.3677 -0.5191 -0.2908
C -1.6371 -2.7131 -0.5988 -0.0106
C -0.8223 -2.5688 0.5088 -0.0389
C -1.3202 -2.0836 1.7085 -0.2195
C -2.6689 -1.7508 1.7858 -0.0410
C -3.4925 -1.8938 0.6899 -0.0026
H -4.5391 -1.6398 0.7408 0.1220
H -3.0845 -1.3815 2.7124 0.1150
C -0.3923 -1.8766 2.8750 -0.0860
N 0.2003 -0.5397 2.8563 -0.0280
C 1.4217 -0.4019 2.3078 -0.4547
O 2.0711 -1.3443 1.8888 0.0587
C 2.0025 1.0112 2.2495 -0.1073
N 1.3455 1.7424 1.1896 -0.0990
S 1.2460 1.0339 -0.3159 0.6797
O 0.9207 2.1086 -1.2117 -0.2827
O 0.3161 -0.0567 -0.2356 -0.2769
C 2.8742 0.4169 -0.6905 -0.2822
C 3.0907 -0.9407 -0.8079 -0.0476
C 4.3689 -1.3960 -1.0746 -0.0150
C 5.4265 -0.5030 -1.2236 -0.2632
C 5.1794 0.8615 -1.1090 -0.0280
C 3.9033 1.3255 -0.8419 -0.0543
H 3.6944 2.3816 -0.7648 0.1172
H 5.9909 1.5642 -1.2285 0.1139
C 6.8098 -1.0112 -1.4862 -0.0456
H 7.4517 -0.2218 -1.8683 0.0766
H 7.2458 -1.3888 -0.5613 0.0885
H 6.7899 -1.8300 -2.2018 0.0816
H 4.5521 -2.4562 -1.1641 0.1195
H 2.2598 -1.6127 -0.6771 0.1045
H 1.5971 2.7164 1.1302 0.1276
H 1.8492 1.5476 3.1885 0.1302
H 3.0827 0.9031 2.0674 0.1299
C -0.5346 0.5354 3.4801 -0.0498
H -1.4437 0.1120 3.9133 0.1303
H 0.0458 0.9746 4.3007 0.1317
C -0.9899 1.7019 2.5829 -0.5101
O -0.9267 2.8426 2.9954 0.0579
N -1.5616 1.3337 1.4274 0.0881
H -1.3551 0.4158 1.0550 0.0977
C -1.9845 2.3275 0.4638 -0.0995
C -3.1298 1.7919 -0.4103 -0.3100
C -2.6216 0.8637 -1.5167 -0.1186
H -3.4361 0.2232 -1.8558 0.1137
H -1.7860 0.2494 -1.1902 0.0885
C -2.2181 1.8591 -2.6079 -0.1352
H -2.3951 1.4682 -3.6082 0.1074
H -1.1619 2.1086 -2.5134 0.0855
C -3.0975 3.0880 -2.3141 -0.1824
H -2.4937 3.9993 -2.2287 0.1179
O -3.7789 2.8457 -1.0925 -0.0972
H -3.8629 3.2489 -3.0796 0.1158
H -3.8797 1.3201 0.2332 0.1499
H -1.1433 2.6266 -0.1696 0.1093
H -2.3290 3.2001 1.0245 0.1363
H -0.9173 -2.0084 3.8245 0.1304
H 0.4370 -2.5856 2.8184 0.1265
H 0.2214 -2.8314 0.4421 0.1123
H -1.2123 -3.0870 -1.5163 0.1074
H -3.0298 -3.8995 -2.7757 0.0955
H -2.6211 -2.2070 -3.1815 0.0938
```

2.
C4H12N3 | wB97M-V/def2-TZVPD

Summary:
frontier orbital gap = 0.388 hartree
E_LUMO = -3.9 eV
energy = -323.5470 a.u.
charge = +1
energy relative to the best compared isomer or geometry (same formula, charge and spin) = 3.571 eV
HOMO energy = -0.5304 Eh
multiplicity = 1

The geometry in XYZ format:
```
19
Properties=species:S:1:pos:R:3:lowdin_charge:R:1
C -1.0445 -1.3277 -0.1421 -0.0598
C -2.5151 -1.1331 -0.2097 -0.0281
C 3.3590 -0.0684 0.1207 -0.0629
C 2.0283 -0.4912 0.4865 -0.1787
N 1.0966 0.1148 -0.0958 0.0894
N -1.3077 2.0893 0.0422 0.0691
N -0.2644 -0.2998 0.0351 0.0052
H -0.6086 -2.2973 -0.4502 0.1491
H -2.6787 -0.0159 0.1087 0.1075
H -3.0000 -1.8122 0.4196 0.0671
H -2.9386 -1.4070 -1.2002 0.1145
H 3.7977 -0.5801 -0.7238 0.1030
H 3.2999 0.9195 -0.1833 0.0655
H 4.0702 -0.1945 0.9178 0.0896
H 2.0579 -1.3339 1.2541 0.1630
H -2.2721 2.0027 -0.3000 0.0720
H -1.4700 2.8551 0.7013 0.0981
H -0.8144 2.2489 -0.8235 0.0781
H -0.7955 0.7309 0.0426 0.0585
```

3.
C3H5N2OS | wB97M-V/def2-TZVPD

Summary:
frontier orbital gap (alpha / beta) = 0.215 / 0.215 hartree
E_LUMO (alpha / beta) = -7.8 / -7.9 eV
energy = -699.7144 a.u.
charge = +1
energy relative to the best compared isomer or geometry (same formula, charge and spin) = 7.096 eV
HOMO energy (alpha / beta) = -0.5026 / -0.5035 Eh
multiplicity = 1

The geometry in XYZ format:
```
12
Properties=species:S:1:pos:R:3:lowdin_charge:R:1
C -0.5746 0.6399 1.2021 -0.0750
C 0.2670 -0.3925 0.5708 -0.0995
C -0.4743 -0.5425 -0.9192 -0.5412
N -1.6614 0.1806 1.7349 0.1279
N -2.4044 -0.7068 1.9129 -0.0824
O -3.0844 -1.4471 2.5140 0.2337
S -2.0996 -1.1455 -0.8364 0.8563
H -0.5963 1.7634 0.9414 0.1891
H 1.2497 0.0583 0.3945 0.1372
H 0.1985 -1.2303 1.1901 0.0997
H -0.5485 0.5068 -1.3648 0.1042
H 0.0050 -1.1893 -1.5771 0.0500
```

4.
C5H8O2 | wB97M-V/def2-TZVPD

Summary:
frontier orbital gap (alpha / beta) = 0.339 / 0.339 hartree
E_LUMO (alpha / beta) = 0.3 / 0.3 eV
energy = -345.6293 a.u.
energy relative to the best compared isomer or geometry (same formula, charge and spin) = 4.780 eV
HOMO energy (alpha / beta) = -0.3263 / -0.3263 Eh
multiplicity = 1

The geometry in XYZ format:
```
15
Properties=species:S:1:pos:R:3:lowdin_charge:R:1
C 1.8684 -0.2890 0.9133 0.0037
C 0.6787 0.0767 0.0452 -0.1156
C 0.0130 -0.7512 -0.9581 0.0135
C -0.7417 -0.1513 0.2745 -0.4546
O -1.2028 -0.8432 1.3766 0.0521
C -1.2627 1.2024 -0.1085 -0.2351
O -0.1436 1.6090 -0.8643 -0.1313
H 2.8008 -0.3675 0.3473 0.0812
H 1.6932 -1.2889 1.3636 0.1070
H 1.9969 0.3948 1.7552 0.0841
H -0.2498 -0.1194 -1.8009 0.1129
H 0.3266 -1.7757 -1.1489 0.1211
H -2.1604 -0.7243 1.3969 0.1101
H -2.2430 1.2136 -0.6252 0.1286
H -1.3600 1.7958 0.8106 0.1223
```

5.
C5H8O2 | wB97M-V/def2-TZVPD

Summary:
frontier orbital gap = 0.317 hartree
E_LUMO = 0.3 eV
energy = -345.6028 a.u.
energy relative to the best compared isomer or geometry (same formula, charge and spin) = 5.500 eV
HOMO energy = -0.3056 Eh
multiplicity = 1

The geometry in XYZ format:
```
15
Properties=species:S:1:pos:R:3:lowdin_charge:R:1
C -1.8268 0.5441 -0.0180 -0.3227
C -0.6298 0.6409 -0.0533 0.0313
C -3.2332 0.5311 -0.2910 -0.1766
C 1.6971 -1.1888 -0.5343 -0.0260
C 1.6488 0.0592 0.3090 -0.4124
O 2.2768 1.1654 -0.2838 0.0612
O 1.8244 0.0850 1.6569 0.0448
H -3.6709 -0.2508 0.3248 0.0556
H -3.8161 1.5313 0.1161 0.1274
H -3.3651 0.4460 -1.3329 0.0444
H 2.6978 -1.4969 -0.5699 0.0670
H 1.0991 -2.1088 -0.2635 0.1203
H 1.5124 -1.0240 -1.5698 0.0826
H 2.2431 1.8628 0.3490 0.0978
H 1.5425 -0.7964 2.1607 0.2054
```

6.
C4H5NO | wB97M-V/def2-TZVPD

Summary:
frontier orbital gap = 0.405 hartree
E_LUMO = 0.3 eV
energy = -285.3326 a.u.
energy relative to the best compared isomer or geometry (same formula, charge and spin) = 2.232 eV
HOMO energy = -0.3930 Eh
multiplicity = 1

The geometry in XYZ format:
```
11
Properties=species:S:1:pos:R:3:lowdin_charge:R:1
C 0.5699 0.1933 2.3751 0.0409
C 0.0597 0.2855 1.1482 -0.1714
C -1.6211 0.7971 -2.3433 -0.0003
O -1.0843 1.5205 -1.6487 -0.0116
C -0.0981 -0.8582 0.2912 -0.2476
N -0.2360 -1.7605 -0.4229 0.1480
H 0.8933 -0.7559 2.7912 0.0746
H 1.0620 -0.8229 -3.3559 0.0260
H 0.6758 1.0779 2.9950 0.0669
H -0.2618 1.2338 0.7263 0.0854
H 0.6334 -1.1311 -2.8310 -0.0109
```

7.
C30H39N8O5V | wB97M-V/def2-TZVPD

Summary:
frontier orbital gap (alpha / beta) = 0.200 / 0.204 hartree
E_LUMO (alpha / beta) = -3.2 / -3.2 eV
energy = -2924.6965 a.u.
charge = +1
expectation value of S² = 3.7587
energy relative to the best compared isomer or geometry (same formula, charge and spin) = 1.427 eV
HOMO energy (alpha / beta) = -0.3170 / -0.3214 Eh
multiplicity = 4

The geometry in XYZ format:
```
83
Properties=species:S:1:pos:R:3:lowdin_charge:R:1
V 1.0168 -0.9062 -0.6746 0.9201
O 3.9354 -3.6299 0.5916 0.0399
C 3.1069 -2.7306 0.6823 -0.4902
N 1.9269 -2.6122 0.0584 -0.0094
C 1.5329 -3.7026 -0.7742 -0.2175
C 1.5720 -5.0254 -0.3504 -0.0299
C 1.0852 -6.0391 -1.1605 -0.0933
C 0.5562 -5.7368 -2.4069 -0.0943
C 0.5070 -4.4232 -2.8486 -0.0154
C 0.9925 -3.3978 -2.0365 -0.1944
N 0.9224 -2.0191 -2.3244 -0.0116
C 0.5273 -1.5134 -3.4951 -0.4733
O 0.2425 -2.0651 -4.5522 0.0498
C 0.3928 -0.0011 -3.4252 -0.1758
C 0.1270 0.7040 -4.5901 0.0114
C -0.0402 2.0739 -4.5239 -0.0517
C 0.0391 2.6939 -3.2852 -0.0599
C 0.3061 1.9199 -2.1700 -0.1176
N 0.4960 0.5966 -2.2259 0.0453
C 3.4042 -1.6291 1.6956 -0.1643
C 4.5376 -1.7979 2.4898 0.0155
C 4.7726 -0.9331 3.5379 -0.0420
C 3.8459 0.0724 3.7832 -0.0661
C 2.7750 0.1869 2.9193 -0.1775
N 2.5561 -0.6093 1.8684 0.1023
H 2.0072 -5.2540 0.6126 0.1109
H 1.1286 -7.0658 -0.8209 0.0987
H 0.1823 -6.5268 -3.0452 0.0991
H 0.1075 -4.1793 -3.8200 0.0960
H 0.0607 0.1426 -5.5114 0.1249
H -0.2348 2.6503 -5.4195 0.1147
H -0.0997 3.7617 -3.1803 0.1039
H 0.3582 2.3502 -1.1796 0.0792
H 5.1841 -2.6326 2.2608 0.1227
H 5.6413 -1.0536 4.1716 0.1144
H 3.9444 0.7390 4.6299 0.1019
H 2.0187 0.9442 3.1001 0.0720
C -3.9116 2.1624 -3.2503 -0.0285
N -3.5055 2.2554 -1.8536 -0.1357
C -3.6758 3.5365 -1.1966 -0.0331
C -2.9572 1.2207 -1.1831 -0.4157
O -2.6193 1.2824 -0.0060 0.0451
C -2.8158 -0.0808 -1.9709 -0.1039
O -1.9460 -0.9956 -1.3652 -0.1126
C -2.4129 -1.6089 -0.1956 -0.1030
C -1.4845 -1.3032 0.9676 -0.3730
O -0.4211 -0.6866 0.7864 -0.0863
N -1.8341 -1.7492 2.1741 -0.1118
C -3.1295 -2.3660 2.4343 -0.0167
C -0.9243 -1.5967 3.3005 -0.0060
H -4.5504 3.0127 -3.4775 0.0948
H -4.4914 1.2605 -3.4400 0.0947
H -3.0545 2.1855 -3.9259 0.0857
H -4.7257 3.8333 -1.2035 0.0958
H -3.0963 4.3073 -1.7102 0.0920
H -3.3395 3.4478 -0.1682 0.0746
H -2.4129 0.1095 -2.9652 0.1269
H -3.8155 -0.5169 -2.1054 0.1473
H -2.4193 -2.6945 -0.3511 0.1554
H -3.4273 -1.2914 0.0568 0.1362
H -3.4021 -3.0662 1.6487 0.0937
H -3.9151 -1.6153 2.5387 0.1029
H -3.0617 -2.9269 3.3631 0.0959
H 0.0419 -1.2693 2.9305 0.0701
H -0.8069 -2.5594 3.7972 0.1008
H -1.3184 -0.8757 4.0206 0.0965
N 1.1595 4.2946 2.7676 0.0591
C 2.4028 3.6343 2.2191 -0.0902
C 2.0471 2.9506 0.9018 -0.1883
N 0.8891 2.1019 0.9788 -0.0656
C -0.2732 2.6920 1.5826 -0.1906
C 0.0178 3.3192 2.9402 -0.0845
H 0.8623 5.0305 2.1206 0.1808
H 1.3715 4.7531 3.6547 0.1820
H 2.7324 2.9229 2.9733 0.1099
H 3.1577 4.4094 2.0959 0.1377
H 2.9076 2.3745 0.5631 0.1385
H 1.8746 3.7331 0.1480 0.1259
H 1.0619 1.1369 1.2274 0.0569
H -1.0617 1.9448 1.6624 0.1151
H -0.6702 3.4778 0.9221 0.1266
H 0.3483 2.5853 3.6747 0.1305
H -0.8297 3.8766 3.3365 0.1361
```